Record 1
The following is a quantum chemistry calculation of an isolated molecule of C16H20N4O6S in a non-equilibrium geometry, from the Open Molecules 2025 dataset.

Geometry (Å):
S: -1.321 -6.040 -0.370
O: 2.037 2.867 -3.782
O: 3.949 -0.512 -1.822
O: -0.296 -1.368 -1.114
O: -0.348 2.945 -2.372
O: 1.848 0.887 -0.836
O: 0.159 1.208 -4.528
N: -2.380 -5.171 1.879
N: -1.614 -2.534 1.359
N: -1.397 -3.532 0.464
N: -0.174 0.553 0.219
C: -1.250 -0.182 2.092
C: 2.685 1.590 -1.773
C: 2.074 1.554 -3.213
C: -1.641 1.140 4.037
C: 4.034 0.909 -1.616
C: -1.836 -0.087 3.348
C: -1.740 -4.846 0.723
C: -0.424 2.100 2.185
C: -0.959 2.228 3.466
C: -0.595 0.901 1.503
C: -0.160 1.563 -2.077
C: 0.539 1.417 -0.716
C: -1.136 -1.315 1.148
C: -0.505 -0.766 -0.062
C: -2.541 -1.203 4.068
C: 0.664 0.943 -3.193
H: 0.109 2.872 1.654
H: 4.351 1.115 -0.581
H: 3.166 -0.864 -1.369
H: -0.919 -3.299 -0.411
H: -2.420 -4.502 2.637
H: -0.868 3.210 3.974
H: -2.099 1.300 5.015
H: 2.760 2.679 -1.476
H: -0.819 1.099 -4.443
H: -2.916 -0.865 5.013
H: 0.734 -0.128 -3.015
H: -1.152 1.099 -2.025
H: -3.326 -1.549 3.432
H: 2.715 0.903 -3.844
H: 0.587 2.436 -0.279
H: -1.825 -2.034 4.207
H: -2.586 -6.147 2.057
H: 1.509 2.807 -4.592
H: 0.512 3.324 -2.676
H: 4.815 1.291 -2.299

* lowest unoccupied orbital energy: -1.1097 eV
* frontier orbital gap: 7.27 eV
* structure (SMILES): Cc1cccc2c1/C(=N/NC(N)=S)C(=O)N2[C@H]1O[C@@H](CO)[C@H](O)[C@H](O)[C@@H]1O
* E: -45996.7886 eV
* M: 396.42 g/mol
* relative energy (zero: lowest compared OMol25 entry of this formula, charge and spin): 1.4378 eV

***

Record 2
The following is a quantum chemistry calculation of a structure of composition C16H20NO8P2SSiTa in a non-equilibrium geometry, from the Open Molecules 2025 dataset.

Geometry (Å):
Ta: 0.943 -0.345 -0.275
S: 0.437 -1.775 -2.052
P: 4.001 -0.883 0.028
P: 2.731 1.430 1.108
Si: 0.024 -2.425 2.397
O: 4.043 0.576 0.718
O: -0.465 1.128 -1.543
O: 1.855 1.456 -0.198
O: 3.839 -0.561 -1.526
O: 3.321 2.866 1.256
O: 2.506 -1.330 0.313
O: 1.936 0.803 2.178
O: 5.097 -1.752 0.390
N: -0.366 -1.247 1.042
C: -3.751 -0.569 -1.635
C: -0.700 4.777 -1.671
C: -2.725 -1.731 0.363
C: -0.620 3.488 -1.162
C: -0.685 3.909 -3.919
C: -0.598 2.614 -3.428
C: -0.353 -4.106 1.694
C: -1.380 -1.425 0.150
C: 1.752 -2.363 3.044
C: -0.570 2.443 -2.060
C: -0.734 4.985 -3.043
C: -3.711 -1.520 -0.596
C: -1.136 -1.914 3.767
C: -1.483 0.203 -1.621
C: -0.883 -1.032 -1.170
C: -2.786 0.415 -1.945
H: 2.543 -2.548 2.321
H: -0.598 3.296 -0.097
H: -4.698 -0.482 -2.154
H: -0.340 -4.821 2.521
H: 3.746 3.067 2.102
H: -0.549 1.759 -4.091
H: -0.708 4.075 -4.987
H: -2.183 -2.140 3.558
H: -3.099 1.344 -2.406
H: 1.958 -1.439 3.586
H: -1.042 -0.840 3.940
H: 1.772 -3.190 3.762
H: 4.664 -0.616 -2.027
H: -1.325 -4.187 1.207
H: -4.643 -2.047 -0.427
H: -0.880 -2.427 4.697
H: -3.035 -2.106 1.332
H: 0.414 -4.419 0.983
H: -0.798 5.992 -3.432
H: -0.738 5.617 -0.992

* lowest unoccupied orbital energy (alpha / beta): -3.7828 / -5.7973 eV
* frontier orbital gap (alpha / beta): 7.67 / 6.71 eV
* spin multiplicity: 2
* charge: +1
* E: -73631.6528 eV
* M: 657.38 g/mol
* relative energy (zero: lowest compared OMol25 entry of this formula, charge and spin): 0.2492 eV

***

Record 3
The following is a quantum chemistry calculation of a structure of composition C16H21AsClN2STeZr, from the Open Molecules 2025 dataset.

Geometry (Å):
Te: 0.196 -3.215 0.164
Zr: -0.232 -0.595 0.691
As: 0.716 0.819 -3.007
Cl: 2.687 3.513 2.997
S: -0.411 1.057 -1.116
N: -1.057 -0.068 2.715
N: 1.760 -0.042 1.545
C: -3.196 -1.612 -2.122
C: -1.914 0.782 5.017
C: -2.002 -2.224 -1.766
C: 2.651 -0.855 2.151
C: 3.637 0.992 3.308
C: 2.710 1.833 2.694
C: -1.665 -2.365 -0.414
C: 3.604 -0.364 3.023
C: -3.689 -1.157 0.192
C: 1.807 1.287 1.804
C: 1.454 2.547 -3.341
C: -0.529 0.296 -4.362
C: -1.429 0.320 3.733
C: -2.542 -1.859 0.563
C: -4.019 -1.047 -1.154
C: 2.095 -0.491 -2.835
H: -1.518 0.666 -4.105
H: -4.933 -0.547 -1.445
H: -1.346 -2.620 -2.532
H: -1.296 1.620 5.342
H: -1.849 -0.038 5.734
H: -0.208 0.733 -5.309
H: 1.873 2.539 -4.349
H: -2.952 1.099 4.904
H: -0.528 -0.789 -4.444
H: 1.655 -1.449 -2.559
H: 4.310 -1.046 3.477
H: 4.367 1.405 3.993
H: -3.481 -1.563 -3.165
H: -2.377 -2.110 1.610
H: 2.586 -1.908 1.916
H: 1.111 1.931 1.277
H: 2.587 -0.576 -3.806
H: 2.239 2.739 -2.613
H: -4.356 -0.767 0.950
H: 0.670 3.298 -3.268
H: 2.817 -0.166 -2.088

* lowest unoccupied orbital energy: -10.5975 eV
* frontier orbital gap: 7.10 eV
* charge: +3
* E: -112658.2533 eV
* M: 602.62 g/mol
* relative energy (zero: lowest compared OMol25 entry of this formula, charge and spin): 0.2193 eV

***

Record 4
The following is a quantum chemistry calculation of a structure of composition C16H21AuN3S6 in a non-equilibrium geometry, from the Open Molecules 2025 dataset.

Geometry (Å):
Au: -1.102 1.133 -0.049
S: 0.178 5.469 2.002
S: 1.533 1.823 0.159
S: 2.690 6.702 2.990
S: 2.701 4.107 1.555
S: -1.063 -0.298 -2.186
S: -1.497 3.446 0.753
N: 1.631 -0.211 -2.513
N: -0.527 -3.158 0.648
N: 0.478 0.733 -4.123
C: 0.142 -1.846 1.015
C: 1.904 5.497 2.235
C: -2.016 0.714 2.805
C: 0.067 3.940 1.167
C: 1.288 3.288 0.943
C: -1.136 -0.823 4.427
C: 1.864 0.861 -4.573
C: 2.665 0.421 -3.341
C: 0.400 0.124 -2.948
C: -0.638 1.115 -4.959
C: -0.374 -4.207 1.687
C: -0.466 -1.488 3.417
C: -0.576 -1.076 2.086
C: -1.326 0.069 1.785
C: -1.962 -2.969 0.305
C: -1.933 0.267 4.117
H: 0.141 -1.254 0.107
H: 0.173 -2.325 3.674
H: -2.480 -2.592 1.183
H: -0.723 -5.161 1.298
H: -0.865 0.341 -5.695
H: -2.469 0.792 4.897
H: -0.970 -3.935 2.553
H: -1.515 1.271 -4.337
H: -2.613 1.588 2.588
H: 1.169 -2.072 1.305
H: -0.047 -3.480 -0.192
H: 0.672 -4.294 1.971
H: 2.042 0.215 -5.436
H: -2.393 -3.919 -0.003
H: -1.028 -1.149 5.453
H: 3.445 -0.297 -3.586
H: 1.801 -0.306 -1.527
H: -2.051 -2.252 -0.503
H: -0.396 2.040 -5.479
H: 2.076 1.889 -4.863
H: 3.108 1.264 -2.809

* lowest unoccupied orbital energy (alpha / beta): -4.9277 / -4.9269 eV
* frontier orbital gap (alpha / beta): 4.75 / 4.75 eV
* charge: +1
* E: -90099.7898 eV
* M: 644.73 g/mol

***

Record 5
The following is a quantum chemistry calculation of a structure of composition C16H21Br2F16NO6PS2 in a non-equilibrium geometry, from the Open Molecules 2025 dataset.

Geometry (Å):
Br: 2.431 -0.609 -2.678
Br: -0.469 -2.034 0.710
S: 0.117 -2.677 -2.492
S: -0.214 -1.695 -5.077
P: -1.345 -2.606 -6.700
F: -0.488 3.116 0.939
F: 3.073 -0.845 5.285
F: 4.392 -0.760 7.005
F: -3.538 5.890 1.314
F: -1.141 4.762 2.171
F: 2.577 -1.892 2.723
F: 5.874 -1.634 4.865
F: 5.486 -3.229 6.248
F: -4.979 5.796 4.531
F: -2.316 1.436 2.063
F: -2.891 5.477 4.152
F: 4.629 0.099 3.178
F: 3.661 -2.449 0.931
F: -3.869 7.561 2.656
F: 3.533 0.248 1.325
F: -3.211 3.108 1.017
O: 4.358 -3.218 4.362
O: -1.357 -2.891 -2.294
O: 0.929 -0.933 -5.698
O: 0.937 -3.687 -1.743
O: -4.418 4.054 3.313
O: -1.171 -0.786 -4.368
N: 0.456 -2.918 -4.131
C: -3.403 3.029 3.366
C: -4.269 6.302 2.361
C: 0.655 -1.021 -1.880
C: 4.399 -0.532 2.014
C: -1.115 3.421 2.098
C: -4.109 -2.669 -6.007
C: 4.655 -2.977 2.969
C: -0.470 -2.073 -8.275
C: 4.892 -2.399 5.366
C: 3.814 -1.942 2.182
C: -3.026 -1.756 -6.710
C: 3.816 -1.598 6.110
C: 0.770 -0.891 -0.314
C: -4.104 5.394 3.587
C: -2.511 2.780 2.124
C: 0.442 0.618 0.095
H: -1.195 -2.176 -9.112
H: 4.428 -3.937 2.503
H: -2.945 -0.751 -6.224
H: -5.314 6.333 2.047
H: -0.499 3.046 2.921
H: 5.725 -2.837 2.812
H: -4.125 -2.545 -4.899
H: 1.362 1.160 0.401
H: -5.120 -2.478 -6.430
H: -0.089 -0.270 -2.225
H: 5.337 -0.568 1.453
H: 1.831 -1.040 -0.015
H: 0.420 -2.727 -8.398
H: -3.807 -3.726 -6.229
H: -0.092 -1.030 -8.136
H: -0.030 1.196 -0.731
H: -3.392 -1.549 -7.752
H: 3.142 -2.270 6.645
H: -0.312 0.585 0.915
H: -2.816 3.101 4.282
H: -3.988 2.115 3.479

* lowest unoccupied orbital energy: 2.0263 eV
* frontier orbital gap: 7.45 eV
* charge: -1
* E: -245230.9638 eV
* M: 882.23 g/mol

***

Record 6
The following is a quantum chemistry calculation of an isolated molecule of C16H21BrN2O4, from the Open Molecules 2025 dataset.

Geometry (Å):
Br: 2.387 -1.994 -4.445
O: 2.014 0.545 1.162
O: -3.219 -3.687 1.185
O: -2.005 1.775 1.302
O: 2.689 2.683 1.225
N: -2.366 -1.193 0.143
N: -0.339 1.309 -0.132
C: -3.000 -2.185 -0.709
C: 0.497 2.309 0.500
C: -2.730 -3.574 -0.128
C: 1.521 -0.966 -3.097
C: 4.924 3.457 1.586
C: -2.636 -2.709 2.016
C: 0.263 0.529 -1.145
C: 0.951 -1.606 -2.010
C: 0.847 1.158 -2.241
C: -1.598 1.130 0.356
C: 1.804 1.716 1.000
C: 3.973 2.284 1.722
C: -2.905 -1.300 1.491
C: 0.330 -0.856 -1.030
C: 1.476 0.412 -3.221
C: -2.489 0.152 -0.396
H: 5.023 3.743 0.542
H: -3.992 -1.109 1.501
H: -0.113 -1.334 -0.172
H: 1.926 0.898 -4.073
H: 1.006 -2.680 -1.922
H: -3.239 -4.341 -0.714
H: -2.570 -2.119 -1.712
H: 4.317 1.416 1.148
H: -3.078 -2.843 3.004
H: -1.645 -3.762 -0.141
H: -0.068 2.695 1.358
H: -3.522 0.531 -0.308
H: -2.208 0.129 -1.451
H: -4.090 -2.025 -0.777
H: 4.549 4.309 2.146
H: -2.417 -0.566 2.132
H: 3.862 1.982 2.768
H: -1.549 -2.871 2.076
H: 0.716 3.145 -0.171
H: 5.901 3.180 1.971
H: 0.804 2.232 -2.340

* lowest unoccupied orbital energy: 0.6554 eV
* frontier orbital gap: 9.39 eV
* structure (SMILES): CCOC(=O)CN(C(=O)CN1CCOCC1)c1ccc(Br)cc1
* E: -98145.6482 eV
* M: 385.26 g/mol
* relative energy (zero: lowest compared OMol25 entry of this formula, charge and spin): 0.0000 eV

***

Record 7
The following is a quantum chemistry calculation of a structure of composition C16H21Cl2HgN3OSbSe4Te, from the Open Molecules 2025 dataset.

Geometry (Å):
Hg: 1.830 -2.965 -0.385
Te: 2.546 -1.162 1.445
Sb: 0.976 -5.514 1.705
Se: 1.731 -5.432 -0.717
Se: -1.345 -4.640 1.732
Se: 2.419 -4.036 2.962
Se: 0.663 -7.799 2.253
Cl: 3.149 -1.317 -5.576
Cl: 2.150 -1.095 -2.825
O: -3.213 1.477 1.694
N: -1.744 1.530 -0.060
N: -0.591 -2.454 -0.973
N: -3.273 -0.201 0.170
C: -1.205 -1.394 -0.446
C: -0.815 3.109 1.584
C: -0.183 3.216 -0.731
C: 0.835 4.737 0.847
C: 0.067 4.148 1.844
C: -2.690 -3.362 -1.591
C: 1.938 -1.857 -4.427
C: -1.306 -3.430 -1.520
C: 2.338 0.689 0.364
C: 0.693 4.248 -0.448
C: -3.335 -2.270 -1.055
C: 1.764 5.879 1.147
C: -2.590 -1.257 -0.451
C: -2.751 0.984 0.691
C: -0.937 2.634 0.283
C: 0.701 -0.933 2.474
H: -1.409 2.683 2.376
H: 0.153 4.510 2.861
H: 1.300 6.837 0.905
H: -4.138 -0.446 0.630
H: 3.276 0.876 -0.155
H: 0.955 -1.576 -4.790
H: 0.005 -1.701 2.147
H: 2.682 5.805 0.564
H: 1.274 4.681 -1.254
H: 0.327 0.068 2.275
H: 2.034 5.900 2.202
H: 2.027 -2.929 -4.286
H: 1.528 0.638 -0.357
H: -1.637 1.174 -0.997
H: 0.915 -1.080 3.528
H: -0.572 -0.652 0.020
H: -4.415 -2.200 -1.077
H: 2.147 1.495 1.069
H: -3.249 -4.171 -2.039
H: -0.753 -4.295 -1.864
H: -0.274 2.850 -1.748

* lowest unoccupied orbital energy (alpha / beta): -0.6587 / -2.2019 eV
* frontier orbital gap (alpha / beta): 7.11 / 5.27 eV
* spin multiplicity: 2
* E: -327887.5793 eV
* M: 1108.06 g/mol

***

Record 8
The following is a quantum chemistry calculation of a structure of composition C16H21ClNRuTc in a non-equilibrium geometry, from the Open Molecules 2025 dataset.

Geometry (Å):
Ru: -0.087 -0.407 -0.911
Tc: 0.005 -0.014 -3.118
Cl: -0.764 2.236 -2.699
N: 0.303 0.311 1.014
C: -2.072 -0.541 -1.142
C: -0.990 3.737 1.659
C: 1.081 -3.219 1.400
C: 1.989 0.334 -3.458
C: 0.748 -3.425 2.746
C: 0.114 1.559 1.593
C: 0.315 -2.368 3.569
C: 1.057 -1.914 0.911
C: -0.359 4.034 2.873
C: 0.580 -0.856 1.712
C: 0.798 1.912 2.790
C: 0.204 -1.873 -2.382
C: 0.195 -1.079 3.055
C: -0.730 2.531 1.001
C: 0.541 3.119 3.434
C: -1.290 -0.438 -4.661
H: 2.663 -0.459 -3.107
H: -1.161 2.319 0.020
H: 1.049 3.340 4.376
H: 0.050 -2.545 4.611
H: 1.356 -4.035 0.735
H: 2.343 1.292 -3.045
H: -0.551 4.976 3.385
H: 1.399 -1.682 -0.125
H: -2.300 -1.228 -0.306
H: -2.539 0.432 -0.935
H: -0.263 -0.255 3.617
H: 0.818 -4.426 3.158
H: -1.682 4.454 1.223
H: -0.730 -0.208 -5.580
H: 2.126 0.409 -4.553
H: -1.580 -1.496 -4.701
H: 1.186 -2.367 -2.291
H: 1.528 1.199 3.195
H: -0.653 -2.562 -2.348
H: -2.193 0.187 -4.665
H: -2.505 -0.985 -2.049

* lowest unoccupied orbital energy (alpha / beta): 0.4309 / -2.7946 eV
* frontier orbital gap (alpha / beta): 6.12 / 5.06 eV
* spin multiplicity: 9
* E: -35715.6791 eV
* M: 461.87 g/mol
* relative energy (zero: lowest compared OMol25 entry of this formula, charge and spin): 1.8673 eV

***

Record 9
The following is a quantum chemistry calculation of a structure of composition C16H21N2OPPd in a non-equilibrium geometry, from the Open Molecules 2025 dataset.

Geometry (Å):
Pd: 0.526 -0.665 -0.788
P: -2.447 0.122 0.530
O: -1.056 -0.483 0.658
N: 1.189 1.424 -0.426
N: 1.953 6.437 1.194
C: 2.723 -1.665 -1.200
C: 1.937 2.937 1.254
C: 0.380 -3.193 -0.953
C: 1.805 5.357 0.855
C: 0.902 2.448 -1.233
C: -3.058 -0.121 -1.172
C: 1.089 3.764 -0.845
C: 1.810 -1.712 -2.275
C: 0.623 -2.471 -2.137
C: 1.707 1.656 0.783
C: 1.615 4.015 0.425
C: 1.107 -3.994 1.331
C: 2.437 -2.332 -0.005
C: 1.280 -3.143 0.129
C: -3.536 -0.703 1.719
C: -2.399 1.915 0.861
H: 1.801 -4.838 1.266
H: -3.860 0.579 -1.392
H: -2.228 0.031 -1.875
H: 0.519 2.208 -2.222
H: 0.848 4.578 -1.512
H: 1.357 -3.455 2.243
H: -1.973 2.439 0.006
H: -1.789 2.093 1.746
H: -3.402 2.292 1.039
H: 3.166 -2.331 0.799
H: -3.129 -0.532 2.713
H: 2.354 3.094 2.237
H: -4.553 -0.321 1.667
H: -3.448 -1.132 -1.271
H: 2.077 -1.285 -3.237
H: -0.475 -3.856 -0.905
H: 0.099 -4.394 1.405
H: -0.033 -2.606 -2.993
H: 1.938 0.784 1.393
H: 3.677 -1.165 -1.323
H: -3.534 -1.774 1.511

* lowest unoccupied orbital energy (alpha / beta): -9.3898 / -9.3078 eV
* frontier orbital gap (alpha / beta): 6.91 / 6.93 eV
* charge: +2
* E: -34713.9566 eV
* M: 394.75 g/mol
* relative energy (zero: lowest compared OMol25 entry of this formula, charge and spin): 0.9414 eV

***

Record 10
The following is a quantum chemistry calculation of an isolated molecule of C16H21N3O, from the Open Molecules 2025 dataset.

Geometry (Å):
O: 0.776 1.414 -1.609
N: -1.226 -0.247 1.213
N: -0.311 -2.079 0.327
N: 0.088 0.217 -2.049
C: -1.301 -1.012 3.624
C: 0.306 -2.087 -2.768
C: -0.118 -3.339 2.485
C: -0.774 -0.888 0.095
C: 1.049 -0.868 -2.231
C: 1.633 3.977 -0.390
C: -0.380 -3.245 3.837
C: -1.774 1.056 0.969
C: 2.102 -0.401 -3.232
C: -1.042 -1.099 2.266
C: 0.166 1.929 -0.450
C: -0.960 -2.105 4.396
C: -0.996 -0.021 -1.112
C: -0.453 -2.254 1.685
C: 0.206 3.454 -0.490
C: -1.259 1.347 -0.445
H: -0.398 3.841 0.334
H: 2.840 -1.184 -3.385
H: 2.602 0.491 -2.866
H: 1.027 -2.834 -3.088
H: -0.320 -2.525 -1.997
H: 1.537 -1.130 -1.279
H: -1.750 -0.131 4.056
H: 2.230 3.564 -1.197
H: 2.082 3.685 0.557
H: -1.146 -2.078 5.460
H: -1.931 1.978 -1.026
H: 1.626 -0.166 -4.180
H: 1.646 5.061 -0.460
H: -0.132 -4.073 4.484
H: -1.417 1.788 1.700
H: -2.870 1.031 1.002
H: -0.306 -1.801 -3.620
H: -0.238 3.782 -1.432
H: -1.853 -0.396 -1.684
H: 0.708 1.569 0.444
H: 0.330 -4.219 2.052

* lowest unoccupied orbital energy: 0.6891 eV
* frontier orbital gap: 9.06 eV
* structure (SMILES): CC[C@@H]1ON(C(C)C)[C@H]2c3nc4ccccc4n3C[C@@H]12
* E: -23449.8299 eV
* M: 271.36 g/mol
* relative energy (zero: lowest compared OMol25 entry of this formula, charge and spin): 1.9264 eV